Entry 1:
The following is a quantum chemistry calculation of a single C2H4FI molecule, from OMol25.

Element x y z (Å)
C: 0.395 0.249 -0.054
C: -0.612 -0.991 -0.549
F: 0.247 -1.837 -1.239
I: -2.381 -0.804 -1.730
H: 0.470 1.069 -0.765
H: -0.040 0.805 0.752
H: 1.362 -0.185 0.311
H: -1.071 -1.310 0.337

As for the maximum force: 4.160 eV Å⁻¹. For the HOMO energy, the calculation gives -9.70 eV. As for the total charge: 0. As for the HOMO-LUMO gap: 10.1 eV. As for the molar mass: 174.0 Da. The energy above the lowest of the compared OMol25 structures with the same formula, charge and spin comes out at 9.10 kcal/mol.


Entry 2:
The following is a quantum chemistry calculation of a molecular structure, C34H56N3OP2SW, from OMol25.

Element x y z (Å)
C: -2.845 -1.137 -0.481
C: -1.493 -1.012 -2.404
C: -3.855 -1.748 -1.213
C: -2.535 -1.477 -3.196
C: -3.723 -1.883 -2.590
H: -4.753 -2.060 -0.683
H: -2.389 -1.528 -4.279
H: -4.528 -2.293 -3.196
N: -1.655 -0.840 -1.055
P: -1.929 0.677 1.463
P: 1.317 -0.995 -1.949
C: -3.009 -0.745 0.973
H: -4.060 -0.473 1.172
H: -2.781 -1.609 1.619
C: 1.140 1.268 1.190
O: 1.843 1.951 1.872
C: -0.193 -0.531 -2.951
H: -0.069 -0.746 -4.023
C: 2.830 -0.054 -2.665
C: 1.485 -2.833 -2.337
C: -2.848 2.233 0.874
C: -1.899 0.589 3.348
C: 3.086 1.200 -1.813
H: 3.318 0.948 -0.770
H: 3.952 1.734 -2.236
H: 2.233 1.889 -1.814
C: 4.104 -0.907 -2.623
H: 4.332 -1.248 -1.606
H: 4.060 -1.768 -3.300
H: 4.945 -0.280 -2.957
C: 2.549 0.386 -4.105
H: 3.440 0.910 -4.487
H: 2.355 -0.457 -4.780
H: 1.706 1.088 -4.144
C: 2.623 -3.399 -1.464
H: 2.725 -2.850 -0.518
H: 2.395 -4.442 -1.205
H: 3.591 -3.393 -1.977
C: 0.189 -3.565 -1.960
H: -0.042 -3.440 -0.895
H: -0.669 -3.238 -2.555
H: 0.338 -4.639 -2.151
C: 1.751 -3.036 -3.848
H: 1.354 -2.240 -4.491
H: 2.819 -3.162 -4.068
H: 1.247 -3.962 -4.164
C: -1.150 1.822 3.879
H: -1.049 1.714 4.969
H: -0.140 1.912 3.455
H: -1.688 2.760 3.690
C: -1.155 -0.682 3.786
H: -1.642 -1.596 3.424
H: -0.110 -0.700 3.455
H: -1.155 -0.717 4.886
C: -3.313 0.508 3.959
H: -3.963 -0.199 3.427
H: -3.213 0.146 4.992
H: -3.815 1.478 4.015
C: -3.498 1.956 -0.487
H: -4.326 1.239 -0.422
H: -3.904 2.899 -0.886
H: -2.767 1.574 -1.212
C: -1.797 3.350 0.725
H: -1.185 3.209 -0.178
H: -2.319 4.317 0.641
H: -1.113 3.412 1.583
C: -3.962 2.682 1.834
H: -4.699 1.888 2.013
H: -3.575 3.057 2.790
H: -4.498 3.519 1.359
W: -0.002 0.134 0.062
N: -0.168 1.501 -1.462
C: -0.279 1.245 -2.683
C: -0.670 2.206 -3.820
C: -0.682 1.523 -5.186
C: -2.102 2.665 -3.547
C: 0.310 3.398 -3.795
H: 0.299 1.135 -5.478
H: -1.408 0.701 -5.209
H: -0.985 2.257 -5.947
H: -2.162 3.195 -2.588
H: -2.451 3.345 -4.338
H: -2.777 1.798 -3.520
H: 0.694 3.616 -4.801
H: -0.203 4.286 -3.402
H: 1.170 3.200 -3.142
S: 0.531 -1.987 1.057
C: 2.023 -2.161 1.976
N: 2.506 -1.116 2.713
C: 3.688 -1.188 3.401
C: 4.430 -2.350 3.354
C: 3.936 -3.464 2.664
C: 2.710 -3.376 2.011
H: 1.988 -0.239 2.752
H: 3.974 -0.293 3.949
H: 5.391 -2.387 3.865
H: 4.502 -4.392 2.636
H: 2.258 -4.213 1.486

As for the maximum force: 7.618 eV Å⁻¹. For the HOMO energy (spin up / spin down), the calculation gives -16.49 / -16.61 eV. As for the total charge: +3. As for the HOMO-LUMO gap (spin up / spin down): 5.7 / 5.6 eV. As for the molar mass: 800.7 Da. The energy above the lowest of the compared OMol25 structures with the same formula, charge and spin comes out at 16.07 kcal/mol. The spin multiplicity is 3.


Entry 3:
The following is a quantum chemistry calculation of a single C5H8N2 molecule, from OMol25.

Element x y z (Å)
C: -0.730 0.322 -2.058
C: -0.353 -0.594 -1.010
C: 0.849 -0.574 -0.281
N: 0.231 0.437 0.601
C: 0.690 0.481 1.892
C: -0.684 0.279 2.114
N: -1.653 0.058 2.689
H: 0.036 1.079 -2.218
H: -1.667 0.826 -1.798
H: -0.870 -0.200 -3.007
H: -1.019 -1.425 -0.823
H: 1.110 -1.503 0.227
H: 1.695 -0.141 -0.801
H: 1.244 -0.406 2.168
H: 1.121 1.362 2.306

As for the maximum force: 7.336 eV Å⁻¹. For the HOMO energy (spin up / spin down), the calculation gives -7.34 / -8.44 eV. As for the total charge: 0. As for the HOMO-LUMO gap (spin up / spin down): 6.5 / 8.7 eV. As for the molar mass: 96.1 Da. The energy above the lowest of the compared OMol25 structures with the same formula, charge and spin comes out at 148.79 kcal/mol.


Entry 4:
The following is a quantum chemistry calculation of a molecular structure, C5H16ClNaO7, from OMol25.

Element x y z (Å)
Na: -3.026 -2.801 -3.419
Cl: -0.617 -0.930 -1.037
O: -0.109 -2.248 -0.736
O: 0.388 -0.075 -1.573
O: -1.593 -1.097 -2.084
O: -1.165 -0.366 0.145
C: 2.566 -1.630 3.177
C: 2.480 -2.278 1.800
O: 1.511 -3.326 1.723
H: 3.488 -1.058 3.276
H: 2.486 -2.324 4.012
H: 1.740 -0.917 3.249
H: 3.448 -2.754 1.581
H: 2.337 -1.502 1.046
H: 1.002 -3.121 0.930
C: 1.680 3.757 1.299
C: 0.787 2.526 1.209
O: 1.604 1.399 0.915
H: 2.196 4.038 0.379
H: 2.402 3.619 2.100
H: 1.020 4.622 1.435
H: -0.001 2.659 0.458
H: 0.274 2.348 2.163
H: 0.987 0.680 0.723
C: -4.207 0.351 -3.528
O: -4.392 -0.970 -4.053
H: -5.157 0.874 -3.370
H: -3.650 0.444 -2.602
H: -3.693 0.940 -4.296
H: -4.786 -0.860 -4.921

As for the maximum force: 2.379 eV Å⁻¹. For the HOMO energy, the calculation gives -8.99 eV. As for the total charge: 0. As for the HOMO-LUMO gap: 7.4 eV. As for the molar mass: 246.6 Da.